A molecular structure, C29H60ClN6O12S4. Source: the Open Molecules 2025 dataset; level of theory: wB97M-V/def2-TZVPD.

Cartesian coordinates (Å):
C  -2.525  -5.032  2.475
C  -2.182  -6.158  1.501
C  -0.835  -6.048  0.736
C  0.064  -4.840  1.028
C  -0.188  -3.657  0.089
C  0.580  -2.385  0.505
C  -0.216  -1.263  1.208
N  -1.309  -1.888  1.936
C  0.710  -0.585  2.200
C  1.614  -1.171  3.227
C  0.889  -1.458  4.572
C  0.210  -0.237  5.220
C  -1.261  -0.532  5.503
N  -1.942  0.671  5.976
C  -3.282  0.904  5.619
N  -3.866  2.028  5.679
N  -4.006  -0.248  5.275
N  0.600  0.698  2.051
O  1.390  1.622  2.672
C  -0.619  1.156  1.310
S  -0.486  2.869  0.777
Cl  -1.885  1.253  2.572
C  -0.750  -0.023  0.280
C  0.297  0.247  -0.850
C  0.030  1.080  -2.147
C  -1.219  1.941  -2.377
C  -1.534  1.968  -3.875
S  -2.962  2.927  -4.267
O  -3.366  2.617  -5.598
O  -2.713  4.268  -3.844
O  -4.039  2.354  -3.249
N  -2.105  -0.354  -0.177
C  -2.443  -0.816  -1.464
C  -1.638  -1.839  -2.209
O  -3.484  -0.429  -1.943
C  -3.371  0.128  0.457
C  -3.780  1.568  0.370
O  -4.054  -0.703  0.953
H  -1.748  -4.908  3.237
H  -3.437  -5.283  3.019
H  -2.676  -4.078  1.966
H  -2.993  -6.233  0.774
H  -2.190  -7.097  2.059
H  -1.053  -6.028  -0.337
H  -0.263  -6.963  0.896
H  1.100  -5.156  0.858
H  0.019  -4.534  2.079
H  0.207  -3.949  -0.889
H  -1.254  -3.474  -0.054
H  1.166  -1.957  -0.301
H  1.330  -2.758  1.206
H  -0.991  -2.521  2.657
H  -2.003  -1.249  2.297
H  2.427  -0.467  3.412
H  2.074  -2.092  2.874
H  0.150  -2.247  4.412
H  1.656  -1.875  5.226
H  0.282  0.627  4.557
H  0.716  0.000  6.158
H  -1.319  -1.317  6.261
H  -1.707  -0.917  4.581
H  -1.406  1.483  5.692
H  -3.259  2.749  6.062
H  -3.702  -0.683  4.412
H  -4.975  0.028  5.157
H  2.240  1.610  2.204
H  0.624  2.722  0.036
H  0.600  -0.712  -1.231
H  1.202  0.626  -0.361
H  0.086  0.355  -2.963
H  0.898  1.727  -2.310
H  -1.043  2.970  -2.058
H  -2.101  1.582  -1.872
H  -1.649  0.967  -4.298
H  -0.723  2.451  -4.426
H  -4.332  1.476  -3.551
H  -0.648  -2.048  -1.836
H  -1.587  -1.527  -3.252
H  -2.221  -2.762  -2.180
H  -4.612  1.620  -0.331
H  -4.148  1.876  1.350
H  -2.992  2.249  0.064
O  2.527  3.790  -2.384
S  2.782  5.185  -2.644
O  2.898  6.063  -1.522
O  1.700  5.727  -3.654
C  0.302  5.504  -3.329
C  -0.218  6.450  -2.272
C  4.183  5.358  -3.686
H  0.186  4.461  -3.036
H  -0.216  5.647  -4.275
H  0.246  6.264  -1.304
H  -1.295  6.319  -2.177
H  -0.008  7.483  -2.550
H  4.068  4.701  -4.544
H  5.052  5.077  -3.095
H  4.254  6.399  -3.992
O  4.089  -1.523  -0.710
S  4.157  -0.741  -1.917
O  3.065  -0.831  -2.842
O  5.525  -1.000  -2.638
C  5.912  -2.381  -2.909
C  5.186  -2.964  -4.099
C  4.415  0.936  -1.464
H  5.759  -2.968  -2.003
H  6.982  -2.318  -3.090
H  4.124  -3.096  -3.897
H  5.616  -3.936  -4.337
H  5.285  -2.312  -4.966
H  5.250  0.978  -0.770
H  3.497  1.279  -0.991
H  4.608  1.531  -2.353

- frontier orbital gap (eV) = 7.251
- lowest unoccupied orbital energy (eV) = -4.051
- E_tot (a.u.) = -4425.028420
- charge = +1


5 unconnected molecules or ions with the total composition C29H61Br3NO14. Source: the Open Molecules 2025 dataset; level of theory: wB97M-V/def2-TZVPD.

Cartesian coordinates (Å):
C  -1.590  -1.615  -3.556
C  -1.937  -3.035  -3.896
Br  -0.459  -4.062  -4.518
C  -3.150  -3.582  -3.766
Br  -3.437  -5.416  -4.206
N  -4.276  -2.943  -3.261
C  -5.498  -3.024  -4.011
Br  -5.258  -2.405  -5.887
C  -6.617  -2.181  -3.354
O  -7.758  -2.572  -3.619
O  -6.258  -1.211  -2.653
H  -1.082  -1.578  -2.588
H  -2.462  -0.962  -3.546
H  -0.875  -1.237  -4.292
H  -4.108  -1.978  -2.992
H  -5.818  -4.058  -4.061
C  4.152  1.482  -7.383
O  4.373  0.783  -6.181
C  3.591  1.250  -5.094
C  3.122  0.121  -4.202
O  2.111  -0.703  -4.757
C  2.474  -1.614  -5.786
C  3.299  -2.788  -5.305
O  4.622  -2.390  -4.973
C  5.146  -3.054  -3.847
H  4.610  2.478  -7.355
H  4.609  0.907  -8.186
H  3.082  1.585  -7.595
H  2.718  1.804  -5.455
H  4.209  1.930  -4.492
H  2.653  0.588  -3.331
H  3.961  -0.473  -3.835
H  2.959  -1.107  -6.622
H  1.529  -2.016  -6.156
H  3.355  -3.535  -6.109
H  2.800  -3.245  -4.444
H  4.438  -3.043  -3.011
H  6.047  -2.522  -3.542
H  5.412  -4.091  -4.081
C  -7.599  0.746  -1.058
O  -7.761  1.804  -0.103
C  -7.315  1.469  1.187
C  -6.665  2.655  1.866
O  -5.402  3.023  1.329
C  -5.374  3.635  0.048
C  -5.863  5.067  0.013
O  -7.269  5.163  0.164
C  -7.687  6.269  0.923
H  -8.358  -0.025  -0.906
H  -7.725  1.174  -2.048
H  -6.612  0.296  -1.001
H  -6.601  0.638  1.147
H  -8.176  1.153  1.799
H  -6.458  2.367  2.900
H  -7.345  3.509  1.900
H  -5.883  3.025  -0.698
H  -4.316  3.664  -0.222
H  -5.591  5.497  -0.961
H  -5.353  5.640  0.798
H  -7.121  6.351  1.858
H  -8.738  6.119  1.170
H  -7.589  7.205  0.358
C  -0.952  3.258  0.344
O  0.386  2.889  0.096
C  1.340  3.856  0.483
C  2.580  3.201  1.046
O  2.425  2.624  2.331
C  1.641  1.449  2.476
C  2.254  0.205  1.874
O  2.194  0.245  0.460
C  3.326  -0.285  -0.185
H  -1.294  4.016  -0.371
H  -1.564  2.366  0.232
H  -1.078  3.640  1.363
H  0.923  4.545  1.226
H  1.629  4.438  -0.404
H  3.326  3.988  1.187
H  2.996  2.487  0.333
H  0.622  1.603  2.117
H  1.573  1.294  3.556
H  1.690  -0.674  2.214
H  3.288  0.106  2.224
H  4.253  0.119  0.239
H  3.273  0.006  -1.232
H  3.341  -1.380  -0.127
C  1.354  -1.398  5.946
O  2.686  -1.758  5.649
C  3.628  -0.737  5.934
C  4.910  -1.314  6.488
O  4.821  -1.815  7.812
C  4.110  -3.019  8.042
C  4.795  -4.271  7.542
O  4.756  -4.363  6.129
C  5.924  -4.905  5.558
H  0.963  -0.700  5.197
H  0.749  -2.303  5.930
H  1.281  -0.949  6.943
H  3.216  -0.014  6.647
H  3.856  -0.212  4.996
H  5.629  -0.493  6.550
H  5.329  -2.058  5.808
H  3.086  -2.959  7.668
H  4.054  -3.102  9.131
H  4.270  -5.140  7.962
H  5.829  -4.285  7.904
H  6.825  -4.428  5.960
H  5.883  -4.715  4.487
H  5.983  -5.988  5.721

- frontier orbital gap (eV) = 7.189
- lowest unoccupied orbital energy (eV) = 1.885
- E_tot (a.u.) = -9971.545757
- charge = -1


7 unconnected molecules or ions with the total composition C29H61BrNO21P. Source: the Open Molecules 2025 dataset; level of theory: wB97M-V/def2-TZVPD.

Cartesian coordinates (Å):
C  2.378  -0.508  -1.820
O  3.465  -1.401  -1.924
C  4.328  -1.441  -0.814
N  5.236  -2.515  -1.072
C  4.971  -0.049  -0.609
Br  6.209  -0.147  0.939
O  5.627  0.336  -1.745
C  6.002  1.704  -1.795
P  7.052  1.993  -3.287
C  7.125  3.832  -3.080
O  5.930  1.835  -4.489
H  2.696  0.539  -1.806
H  1.752  -0.660  -2.695
H  1.788  -0.708  -0.919
H  3.758  -1.648  0.104
H  5.913  -2.609  -0.325
H  5.740  -2.338  -1.935
H  4.241  0.685  -0.266
H  6.612  1.968  -0.921
H  5.101  2.336  -1.778
H  8.162  4.152  -2.994
H  6.710  4.296  -3.975
H  6.575  4.200  -2.213
H  5.091  2.291  -4.325
C  -3.225  0.719  -0.398
C  -1.953  1.095  0.323
O  -0.869  1.350  -0.601
C  -0.880  2.548  -1.172
O  -1.665  3.437  -0.958
O  0.142  2.616  -2.026
C  0.255  3.864  -2.721
H  -3.059  -0.148  -1.039
H  -3.989  0.455  0.335
H  -3.592  1.546  -1.004
H  -1.586  0.275  0.936
H  -2.088  1.976  0.949
H  0.297  4.692  -2.016
H  -0.592  4.003  -3.390
H  1.178  3.796  -3.289
C  4.592  -1.673  -5.399
C  3.293  -1.672  -6.169
O  3.454  -1.137  -7.501
C  3.961  -1.980  -8.396
O  4.231  -3.140  -8.214
O  4.106  -1.326  -9.552
C  4.629  -2.125  -10.618
H  5.028  -0.673  -5.370
H  4.398  -1.987  -4.373
H  5.311  -2.357  -5.848
H  2.563  -1.007  -5.712
H  2.866  -2.672  -6.241
H  4.012  -3.008  -10.773
H  5.648  -2.436  -10.395
H  4.610  -1.484  -11.494
C  -3.478  6.002  -2.114
C  -3.535  6.122  -0.608
O  -3.106  7.428  -0.163
C  -4.010  8.395  -0.275
O  -5.148  8.272  -0.652
O  -3.450  9.542  0.120
C  -4.326  10.673  0.076
H  -2.471  6.222  -2.471
H  -3.722  4.978  -2.399
H  -4.186  6.679  -2.589
H  -2.836  5.435  -0.141
H  -4.540  5.937  -0.231
H  -5.224  10.485  0.662
H  -4.611  10.893  -0.952
H  -3.757  11.495  0.497
C  -6.869  -3.671  3.329
C  -5.393  -3.393  3.154
O  -5.153  -2.130  2.500
C  -5.272  -1.057  3.276
O  -5.491  -1.048  4.459
O  -5.071  0.027  2.521
C  -5.158  1.270  3.229
H  -7.382  -3.624  2.368
H  -6.995  -4.675  3.737
H  -7.324  -2.955  4.012
H  -4.948  -4.127  2.489
H  -4.867  -3.410  4.107
H  -4.488  1.270  4.086
H  -6.178  1.439  3.571
H  -4.868  2.032  2.512
C  5.632  0.470  4.736
C  4.283  -0.085  4.342
O  3.393  -0.188  5.473
C  2.794  0.946  5.830
O  2.885  2.008  5.267
O  2.055  0.707  6.914
C  1.333  1.844  7.400
H  6.088  -0.141  5.515
H  6.275  0.458  3.856
H  5.546  1.497  5.088
H  4.366  -1.107  3.978
H  3.810  0.528  3.576
H  0.704  2.260  6.616
H  2.022  2.610  7.750
H  0.728  1.471  8.220
C  -4.757  -9.787  5.551
C  -5.853  -9.586  4.530
O  -5.773  -8.282  3.917
C  -4.867  -8.163  2.950
O  -4.162  -9.038  2.518
O  -4.891  -6.902  2.511
C  -3.962  -6.625  1.458
H  -4.789  -9.002  6.307
H  -4.897  -10.748  6.049
H  -3.778  -9.789  5.075
H  -6.836  -9.595  4.995
H  -5.817  -10.344  3.749
H  -4.097  -7.313  0.627
H  -2.939  -6.694  1.824
H  -4.177  -5.610  1.137

- structure (SMILES) = CO[C@@H](N)[C@@H](Br)OCP(C)O.CCOC(=O)OC.CCOC(=O)OC.CCOC(=O)OC.CCOC(=O)OC.CCOC(=O)OC.CCOC(=O)OC
- frontier orbital gap (eV) = 9.578
- lowest unoccupied orbital energy (eV) = 0.101
- E_tot (a.u.) = -5691.823562


8 unconnected molecules or ions with the total composition C29H61NO21. Source: the Open Molecules 2025 dataset; level of theory: wB97M-V/def2-TZVPD.

Cartesian coordinates (Å):
C  -0.874  -2.700  -21.124
O  -1.606  -2.800  -19.982
C  -1.508  -3.892  -19.283
O  -0.825  -4.884  -19.630
O  -2.395  -3.791  -18.294
C  -2.827  -4.895  -17.489
H  0.154  -3.048  -21.020
H  -0.845  -1.767  -21.687
H  -1.257  -3.421  -21.846
H  -2.261  -4.901  -16.558
H  -2.496  -5.845  -17.909
H  -3.882  -4.889  -17.214
C  -2.927  -10.377  -17.137
O  -1.938  -11.347  -17.009
C  -2.117  -12.293  -16.022
O  -3.097  -12.465  -15.347
O  -0.992  -13.046  -16.005
C  -0.908  -14.341  -15.331
H  -3.039  -9.950  -16.140
H  -3.875  -10.832  -17.424
H  -2.737  -9.632  -17.910
H  0.077  -14.609  -14.951
H  -1.253  -15.160  -15.962
H  -1.495  -14.234  -14.419
C  -12.738  -7.722  -21.265
O  -11.393  -8.288  -21.376
C  -11.275  -9.600  -21.030
O  -12.172  -10.321  -20.705
O  -9.936  -9.931  -21.184
C  -9.440  -11.157  -20.685
H  -13.474  -8.491  -21.501
H  -12.801  -6.909  -21.988
H  -12.905  -7.310  -20.270
H  -8.774  -11.651  -21.391
H  -10.277  -11.834  -20.514
H  -8.935  -11.012  -19.730
C  -9.235  -7.760  -14.194
O  -8.328  -8.900  -14.284
C  -8.533  -9.730  -15.273
O  -9.351  -9.611  -16.218
O  -7.887  -10.895  -14.963
C  -7.800  -11.916  -15.912
H  -9.267  -7.532  -13.128
H  -10.282  -7.948  -14.432
H  -8.742  -6.928  -14.697
H  -8.795  -12.044  -16.337
H  -7.388  -12.883  -15.625
H  -7.238  -11.608  -16.794
C  -3.984  -6.370  -20.659
O  -3.564  -5.409  -21.639
C  -2.855  -5.577  -22.683
O  -2.129  -6.577  -22.774
O  -2.979  -4.582  -23.609
C  -2.101  -4.500  -24.727
H  -3.322  -6.635  -19.834
H  -4.219  -7.320  -21.138
H  -4.688  -5.858  -20.004
H  -2.479  -4.702  -25.730
H  -1.380  -5.316  -24.673
H  -1.460  -3.623  -24.820
C  -7.292  -5.587  -22.236
O  -7.677  -6.011  -20.960
C  -8.583  -5.153  -20.256
C  -8.936  -5.433  -18.785
O  -7.790  -5.505  -17.973
C  -7.072  -4.240  -17.759
C  -7.858  -3.351  -16.723
O  -7.892  -4.008  -15.420
C  -8.481  -3.299  -14.337
H  -6.447  -4.901  -22.179
H  -8.064  -5.232  -22.920
H  -6.876  -6.453  -22.750
H  -9.470  -5.077  -20.884
H  -8.166  -4.149  -20.183
H  -9.573  -6.300  -18.611
H  -9.615  -4.695  -18.360
H  -6.773  -3.699  -18.657
H  -6.140  -4.531  -17.275
H  -8.879  -3.172  -17.060
H  -7.434  -2.379  -16.469
H  -9.433  -2.925  -14.713
H  -7.965  -2.370  -14.095
H  -8.572  -3.838  -13.394
C  0.192  -9.487  -27.329
O  -0.770  -8.983  -26.382
C  -1.667  -8.047  -27.057
C  -2.974  -8.192  -26.239
O  -3.555  -9.513  -26.451
C  -4.882  -9.758  -25.987
C  -4.993  -9.906  -24.408
O  -6.117  -9.196  -23.970
C  -6.415  -9.436  -22.504
H  -0.199  -10.120  -28.126
H  0.857  -10.166  -26.796
H  0.824  -8.691  -27.724
H  -1.959  -8.152  -28.102
H  -1.342  -7.007  -27.050
H  -3.635  -7.361  -26.484
H  -2.825  -8.074  -25.166
H  -5.071  -10.785  -26.298
H  -5.495  -9.053  -26.550
H  -4.166  -9.434  -23.878
H  -5.281  -10.922  -24.141
H  -7.273  -8.872  -22.140
H  -5.548  -9.255  -21.869
H  -6.637  -10.493  -22.353
C  -7.248  -8.451  -18.452
C  -5.909  -7.993  -18.045
N  -4.850  -7.610  -17.732
H  -7.334  -9.530  -18.324
H  -7.528  -8.382  -19.503
H  -8.161  -8.044  -18.018

- structure (SMILES) = COC(=O)OC.COC(=O)OC.COC(=O)OC.COC(=O)OC.COC(=O)OC.COCCOCCOC.COCCOCCOC.CC#N
- frontier orbital gap (eV) = 9.864
- lowest unoccupied orbital energy (eV) = 0.497
- E_tot (a.u.) = -2776.078961